DFT (the ωB97M-V functional and the def2-TZVPD basis) results for a single C4H6OS molecule at a distorted geometry.

Calculated values
ΔE to the lowest compared entry with this formula, charge and spin ... 170.07 kJ/mol
HOMO-LUMO gap ... 8.4 eV
Spin multiplicity ... 1
Total charge ... 0
SMILES ... O=CCCC=S

The geometry in XYZ format:
```
12
Properties=species:S:1:pos:R:3:forces:R:3
H -1.68355 0.26552 1.08011 0.962 -0.183 -0.282
H 2.07138 -1.34797 -0.60328 0.289 -0.044 -0.367
C 0.16770 -0.89362 0.52788 1.802 1.371 -0.261
H -0.36183 -1.80083 0.66122 -0.273 -1.251 0.012
C -0.29457 1.55729 0.09879 0.429 1.442 -0.068
H 0.35631 1.99113 0.95539 -1.081 -1.032 -1.237
C 1.06833 -0.93460 -0.77572 -1.395 -0.309 1.687
H -1.46031 -0.20863 -0.60236 0.621 1.099 0.537
H 0.88042 -0.79782 1.40660 -1.000 0.254 -0.829
O 0.65164 -0.53069 -1.81915 0.504 -0.186 -0.381
C -0.89214 0.19453 0.28332 -0.975 -0.554 0.207
S -0.50337 2.50570 -1.21280 0.118 -0.606 0.981
```
Forces are in eV/Å.


DFT (the ωB97M-V functional and the def2-TZVPD basis) results for a single C4H6OS molecule at a distorted geometry.

Calculated values
ΔE to the lowest compared entry with this formula, charge and spin ... 388.28 kJ/mol
HOMO-LUMO gap ... 8.9 eV
Spin multiplicity ... 1
Total charge ... 0
SMILES ... O[C@H]1C=CSC1

The geometry in XYZ format:
```
12
Properties=species:S:1:pos:R:3:forces:R:3
S -1.98517 -0.53715 -0.41377 2.524 -0.823 0.973
C -0.21396 -1.38287 0.26329 0.416 -0.330 0.008
H 0.49680 2.18690 -0.04421 0.568 0.987 0.308
C 0.02731 1.25095 0.05667 -0.686 -3.544 0.569
C -1.29727 1.05035 -0.02309 1.493 -1.353 -1.387
H 0.58831 -2.22317 -0.29380 -3.318 2.159 1.062
H -0.69726 -1.83632 1.24482 1.702 1.185 -1.831
C 0.82460 -0.09256 0.27367 -2.715 -0.682 3.153
H 1.08848 -0.08648 1.46392 0.765 -0.010 -3.040
O 1.78084 -0.39331 -0.70901 -1.778 3.841 -3.181
H -1.95260 1.81771 -0.25321 -1.282 1.595 -0.100
H 1.33991 0.24596 -1.56528 2.313 -3.026 3.467
```
Forces are in eV/Å.